[1]
Entry from OMol25: C5H10NO2 as an isolated structure in a non-equilibrium geometry (ωB97M-V/def2-TZVPD).

Calculated values
Total charge   -1
Multiplicity   1
E   -401.59584 a.u.
Energy above the lowest of the compared OMol25 structures with the same formula, charge and spin   6.2852 eV

Atoms and positions in Å:
1 C 1.430 2.934 1.003
2 C 1.248 1.562 0.334
3 N 2.283 1.250 -0.646
4 C 0.623 -1.796 -0.752
5 C -0.544 -1.037 -1.015
6 C -1.670 -1.104 0.041
7 O -2.828 -1.040 -0.376
8 O -1.259 -1.370 1.190
9 H 2.415 2.880 1.479
10 H 1.684 3.545 0.130
11 H 0.601 3.305 1.597
12 H 0.350 1.620 -0.357
13 H 0.957 0.712 0.971
14 H 3.011 0.745 -0.125
15 H 0.661 -2.503 0.066
16 H 0.533 -0.596 -0.443
17 H 1.348 -2.055 -1.509
18 H -0.865 -0.665 -1.982

Cartesian forces, eV/Å:
1.2 -0.8 -1.2
-1.2 -0.5 -2.3
0.3 -0.8 0.9
-1.4 -0.4 -1.6
-0.9 -2.1 0.3
0.3 -0.8 1.7
0.0 0.4 -1.0
0.1 0.2 -0.2
-0.3 0.2 0.8
-0.5 0.4 0.2
0.0 0.1 0.2
0.0 0.3 0.8
0.3 0.3 0.8
0.0 0.1 -0.2
-0.2 0.9 0.8
1.4 1.1 0.4
0.1 0.8 -0.3
0.9 0.5 -0.1

[2]
Entry from OMol25: C35H32NO3PV as an isolated structure (ωB97M-V/def2-TZVPD).

Calculated values
Total charge   -1
⟨S²⟩   2.052
Multiplicity   3
E   -2918.83044 a.u.
Energy above the lowest of the compared OMol25 structures with the same formula, charge and spin   0.0000 eV

Atoms and positions in Å:
1 V -0.769 -0.237 -0.098
2 C 1.802 -0.626 5.124
3 C 1.464 0.656 4.709
4 C 1.672 1.040 3.393
5 C 2.216 0.146 2.474
6 C 2.533 -1.143 2.896
7 C 2.338 -1.526 4.215
8 P 2.527 0.547 0.712
9 C 4.184 1.341 0.808
10 C 4.732 1.802 -0.391
11 C 5.986 2.389 -0.423
12 C 6.730 2.508 0.745
13 C 6.205 2.039 1.939
14 C 4.940 1.463 1.971
15 C 1.435 1.995 0.441
16 C 1.862 3.311 0.627
17 C 0.997 4.370 0.401
18 C -0.306 4.112 -0.001
19 C -0.734 2.801 -0.167
20 C 0.117 1.701 0.037
21 H 1.633 -0.926 6.152
22 H 1.032 1.358 5.413
23 H 1.397 2.037 3.070
24 H 2.914 -1.859 2.175
25 H 2.583 -2.535 4.523
26 H 4.159 1.701 -1.306
27 H 6.390 2.748 -1.362
28 H 7.713 2.961 0.721
29 H 6.778 2.124 2.854
30 H 4.537 1.108 2.911
31 H 2.878 3.516 0.947
32 H 1.339 5.389 0.541
33 H -0.991 4.933 -0.183
34 H -1.758 2.621 -0.475
35 C -0.219 -5.005 4.724
36 O 0.276 -5.587 3.541
37 C 0.308 -4.783 2.425
38 C 0.784 -5.378 1.253
39 C 0.851 -4.640 0.096
40 C 0.464 -3.277 0.029
41 C 0.539 -2.551 -1.192
42 C 1.003 -3.221 -2.457
43 O 0.266 -1.278 -1.306
44 C -0.017 -2.691 1.241
45 O -0.406 -1.429 1.318
46 C -0.092 -3.460 2.410
47 H -0.163 -5.774 5.493
48 H -1.258 -4.683 4.610
49 H 0.382 -4.143 5.032
50 H 1.092 -6.415 1.275
51 H 1.223 -5.123 -0.798
52 H 2.009 -3.638 -2.351
53 H 1.018 -2.476 -3.250
54 H 0.339 -4.038 -2.756
55 H -0.461 -2.954 3.291
56 C -2.934 -0.290 -3.426
57 C -4.001 -0.477 -2.387
58 C -5.323 -0.725 -2.721
59 C -6.289 -0.908 -1.740
60 C -5.921 -0.847 -0.403
61 C -4.608 -0.603 -0.029
62 C -4.186 -0.552 1.409
63 C -3.628 -0.404 -1.027
64 N -2.341 -0.132 -0.687
65 H -3.345 -0.376 -4.433
66 H -2.138 -1.027 -3.298
67 H -2.456 0.687 -3.317
68 H -5.601 -0.779 -3.768
69 H -7.318 -1.102 -2.016
70 H -6.668 -0.997 0.369
71 H -5.033 -0.727 2.074
72 H -3.741 0.418 1.648
73 H -3.414 -1.299 1.613

Cartesian forces, eV/Å:
0.4 -0.2 -0.5
0.0 0.0 0.0
0.0 0.0 0.0
0.0 0.0 0.0
0.0 0.0 0.0
0.0 0.0 0.0
0.0 0.0 0.0
0.0 0.0 -0.1
0.0 0.0 0.1
0.0 0.0 0.0
0.0 0.0 0.0
0.0 0.0 0.0
0.0 0.0 0.0
0.0 0.0 0.0
-0.1 0.0 0.0
0.1 0.0 0.0
0.0 0.0 0.0
0.0 0.0 0.0
0.0 0.0 0.0
-0.1 -0.1 0.1
0.0 0.0 0.0
0.0 0.0 0.0
0.0 0.0 0.0
0.0 0.0 0.0
0.0 0.0 0.0
0.0 0.0 0.0
0.0 0.0 0.0
0.0 0.0 0.0
0.0 0.0 0.0
0.0 0.0 0.0
0.0 0.0 0.0
0.0 0.0 0.0
0.0 0.0 0.0
0.0 0.0 0.0
0.0 0.0 0.0
0.0 0.0 -0.1
0.0 0.0 0.0
0.0 0.0 0.0
0.0 0.0 0.0
-0.1 0.1 0.1
0.1 0.0 -0.2
0.0 0.1 0.0
-0.2 0.0 0.3
0.1 -0.1 0.0
-0.2 0.1 -0.1
0.0 0.0 0.1
0.0 0.0 0.0
0.0 0.0 0.0
0.0 0.0 0.0
0.0 0.0 0.0
0.0 0.0 0.0
0.0 0.0 0.0
0.0 0.0 0.0
0.0 0.0 0.0
0.0 0.0 0.0
0.0 0.0 0.0
0.1 0.0 0.1
0.0 0.0 0.0
0.0 0.0 0.0
0.0 0.0 0.0
0.1 0.0 0.0
0.0 0.0 0.0
-0.3 -0.1 -0.2
0.2 0.2 0.3
0.0 0.0 0.0
0.0 0.0 0.0
0.0 0.0 0.0
0.0 0.0 0.0
0.0 0.0 0.0
0.0 0.0 0.0
0.0 0.0 0.0
0.0 0.0 0.0
0.0 0.0 0.0

[3]
Entry from OMol25: one molecule with the formula C6H2N2 in a non-equilibrium geometry (ωB97M-V/def2-TZVPD).

Calculated values
SMILES   C=C(C#N)C#CC#N
Multiplicity   1
E   -339.22494 a.u.
Energy above the lowest of the compared OMol25 structures with the same formula, charge and spin   0.0000 eV

Atoms and positions in Å:
1 C -0.038 -1.036 -1.520
2 C 0.519 -0.620 -0.380
3 C 1.838 -1.034 -0.034
4 N 2.937 -1.273 0.155
5 C -0.134 0.327 0.591
6 C -0.758 1.151 1.120
7 C -1.548 2.086 1.790
8 N -2.392 2.742 2.243
9 H -0.984 -0.640 -1.827
10 H 0.559 -1.703 -2.137

Cartesian forces, eV/Å:
0.7 0.3 0.5
-1.1 1.0 1.5
-0.2 0.2 -0.2
0.9 -0.4 0.3
2.9 -4.3 -4.2
-2.5 3.6 2.8
-1.2 0.0 0.0
1.2 -0.5 -0.3
-0.4 -0.2 -0.2
-0.4 0.1 -0.1

[4]
Entry from OMol25: a 6-piece molecular cluster, C29H70BBrN3O13S overall in a non-equilibrium geometry (ωB97M-V/def2-TZVPD).

Calculated values
Total charge   +1
Multiplicity   1
E   -5285.89922 a.u.

Atoms and positions in Å:
1 C 3.725 -2.229 0.280
2 C 3.889 -1.572 -1.158
3 O 2.679 -0.912 -1.626
4 B 2.427 -1.117 -3.007
5 O 3.402 -0.611 -3.942
6 N 1.205 -1.757 -3.615
7 C 0.015 -1.081 -3.270
8 N 0.129 0.114 -2.595
9 N -1.334 -1.511 -3.613
10 C -1.514 -2.996 -3.441
11 Br -2.147 -3.476 -1.615
12 C -0.273 -3.839 -3.948
13 S -0.404 -3.894 -5.820
14 C 1.139 -3.236 -3.451
15 C 1.254 -3.718 -1.908
16 C 2.265 -4.061 -4.235
17 O 2.749 -3.429 -5.427
18 C 4.187 -3.386 -5.379
19 H 4.093 -1.524 1.088
20 H 4.355 -3.169 0.335
21 H 2.626 -2.488 0.399
22 H 4.250 -2.297 -1.955
23 H 4.698 -0.764 -1.092
24 H 4.269 -1.034 -3.798
25 H 0.057 0.043 -1.572
26 H 0.240 0.996 -3.099
27 H -1.492 -1.302 -4.618
28 H -2.383 -3.258 -4.131
29 H -0.365 -4.926 -3.619
30 H -1.572 -3.192 -6.115
31 H 0.769 -2.935 -1.231
32 H 2.327 -3.825 -1.567
33 H 0.697 -4.687 -1.721
34 H 1.824 -5.070 -4.552
35 H 3.090 -4.327 -3.489
36 H 4.589 -2.621 -6.119
37 H 4.604 -3.079 -4.363
38 H 4.621 -4.418 -5.601
39 C 3.257 1.388 1.819
40 O 4.658 1.463 1.604
41 C 4.991 2.219 0.442
42 C 5.451 3.624 0.806
43 O 4.386 4.391 1.360
44 C 4.466 4.488 2.776
45 H 3.086 0.992 2.821
46 H 2.780 2.368 1.745
47 H 2.808 0.700 1.093
48 H 4.147 2.253 -0.255
49 H 5.814 1.699 -0.055
50 H 5.773 4.136 -0.105
51 H 6.304 3.591 1.492
52 H 5.266 5.179 3.056
53 H 4.639 3.514 3.242
54 H 3.518 4.884 3.142
55 C -0.465 1.168 4.288
56 O -1.416 2.141 3.879
57 C -0.855 3.118 3.008
58 C -1.225 2.840 1.557
59 O -0.617 1.638 1.087
60 C -1.528 0.548 1.055
61 H -1.002 0.346 4.763
62 H 0.102 0.772 3.442
63 H 0.220 1.605 5.022
64 H 0.232 3.173 3.132
65 H -1.273 4.086 3.296
66 H -0.845 3.655 0.935
67 H -2.312 2.800 1.432
68 H -2.220 0.667 0.214
69 H -2.093 0.458 1.987
70 H -0.954 -0.370 0.908
71 C -5.546 0.805 2.116
72 O -4.829 0.264 3.214
73 C -4.421 1.267 4.145
74 C -5.331 1.294 5.366
75 O -6.645 1.729 5.025
76 C -7.564 0.649 4.928
77 H -6.007 -0.020 1.571
78 H -6.332 1.490 2.441
79 H -4.857 1.325 1.441
80 H -4.381 2.250 3.666
81 H -3.411 1.012 4.468
82 H -4.933 2.015 6.085
83 H -5.360 0.314 5.854
84 H -7.817 0.285 5.929
85 H -7.166 -0.172 4.325
86 H -8.473 1.020 4.452
87 C -8.565 4.048 2.664
88 O -9.170 4.522 1.470
89 C -9.941 3.518 0.815
90 C -11.429 3.702 1.078
91 O -11.747 3.469 2.447
92 C -11.932 4.675 3.174
93 H -8.181 4.907 3.215
94 H -9.278 3.517 3.299
95 H -7.725 3.390 2.418
96 H -9.612 2.517 1.115
97 H -9.759 3.622 -0.258
98 H -11.984 2.963 0.492
99 H -11.762 4.697 0.765
100 H -12.892 5.127 2.907
101 H -11.124 5.389 2.992
102 H -11.945 4.432 4.237
103 C 10.682 -3.334 -2.671
104 O 9.906 -4.520 -2.564
105 C 8.755 -4.346 -1.747
106 C 7.499 -4.171 -2.591
107 O 7.529 -2.946 -3.322
108 C 7.873 -3.138 -4.689
109 H 11.410 -3.476 -3.470
110 H 10.066 -2.465 -2.912
111 H 11.223 -3.158 -1.736
112 H 8.886 -3.501 -1.063
113 H 8.647 -5.251 -1.144
114 H 6.631 -4.124 -1.926
115 H 7.360 -5.023 -3.266
116 H 7.025 -3.576 -5.226
117 H 8.752 -3.778 -4.803
118 H 8.096 -2.164 -5.124

Cartesian forces, eV/Å:
-0.2 0.1 -0.8
1.8 0.7 0.5
-1.0 -1.8 -1.7
3.3 2.7 0.4
-1.7 -2.1 1.3
-4.4 0.9 3.2
1.3 -1.0 -1.6
0.6 0.0 -0.6
2.3 -1.6 0.5
-0.7 -0.5 -1.6
0.4 0.5 -0.9
-0.7 0.7 0.2
-0.2 0.5 0.0
-0.8 -3.5 -0.5
-0.2 1.1 0.5
-0.1 -0.7 -0.1
0.9 0.0 1.7
1.3 0.0 -0.4
-0.7 -0.8 -1.0
-0.8 1.0 -0.1
1.4 0.3 0.2
-0.4 0.5 1.1
-1.0 -1.1 -0.1
-0.2 0.7 0.0
0.0 0.5 -0.7
-0.2 -0.4 0.6
0.0 0.2 0.7
1.1 0.3 1.3
0.2 1.6 -0.3
0.9 -0.6 0.7
0.6 -1.1 -0.9
-1.2 0.1 -0.5
0.8 1.1 -0.5
0.4 1.3 0.6
-0.8 0.6 -1.1
-0.8 -1.1 0.7
-0.7 -0.4 -1.0
-0.5 1.3 0.1
0.1 -0.1 0.1
-0.2 0.1 -0.2
0.4 0.0 0.3
-0.4 0.1 -0.3
0.2 -0.3 0.2
-0.1 0.1 -0.1
0.1 0.0 0.0
0.0 0.0 -0.1
-0.2 0.1 0.0
0.0 0.1 0.1
0.1 0.0 0.0
0.0 0.0 0.0
-0.1 -0.1 0.0
0.0 -0.1 0.1
0.0 0.0 0.0
0.0 0.0 -0.1
-0.1 0.1 0.2
0.4 -0.1 -0.2
-0.5 0.0 0.0
0.5 0.1 0.1
-0.2 -0.2 0.0
0.1 0.1 0.0
-0.1 0.1 0.0
0.0 0.0 0.0
0.1 -0.1 0.0
0.0 -0.1 -0.1
0.0 0.0 0.0
0.0 0.0 0.0
0.0 0.0 0.1
-0.1 -0.1 0.1
0.0 0.0 -0.1
0.1 0.0 0.0
0.1 -0.2 0.0
-0.1 0.3 -0.1
-0.1 -0.5 0.4
-0.1 0.5 -0.2
0.1 -0.4 -0.1
-0.1 0.2 0.0
0.1 0.0 0.1
0.0 0.0 0.0
-0.1 0.1 0.0
-0.1 0.0 0.0
0.0 0.1 0.0
0.1 0.0 0.0
0.0 0.0 -0.1
0.0 -0.1 0.0
0.0 0.0 0.1
0.1 0.1 0.1
0.1 0.1 -0.1
-0.1 -0.3 0.2
-0.1 0.5 -0.1
0.1 -0.5 0.2
0.2 0.3 -0.1
-0.1 -0.1 0.1
0.0 0.0 -0.1
0.0 0.0 0.0
0.0 -0.1 0.1
-0.1 0.0 0.1
0.0 0.0 0.0
0.0 0.0 0.0
0.1 0.0 0.0
0.0 0.1 0.0
0.0 0.0 0.0
0.0 -0.1 -0.1
0.1 -0.1 0.0
-0.3 0.3 0.0
0.1 -0.4 -0.3
0.1 0.4 0.3
0.0 -0.2 -0.2
0.0 0.2 0.0
-0.1 -0.1 0.1
0.0 0.0 0.0
0.0 0.1 0.0
-0.1 0.0 -0.1
0.0 0.0 0.0
0.0 0.0 0.1
0.1 0.0 0.0
0.1 -0.1 -0.1
-0.1 0.0 0.0
-0.1 0.0 0.1

[5]
Entry from OMol25: C16H33BaClP2 as an isolated structure in a non-equilibrium geometry (ωB97M-V/def2-TZVPD).

Calculated values
Multiplicity   1
E   -1797.40795 a.u.
Energy above the lowest of the compared OMol25 structures with the same formula, charge and spin   4.7568 eV

Atoms and positions in Å:
1 P 0.642 -0.573 -2.007
2 P -0.323 -1.576 1.358
3 C 0.733 -2.246 -1.232
4 C -0.351 -2.568 -0.208
5 H 1.753 -2.369 -0.841
6 H 0.672 -2.945 -2.088
7 H -1.346 -2.505 -0.698
8 H -0.217 -3.613 0.115
9 C 0.661 -2.637 2.466
10 H 0.542 -2.248 3.485
11 H 1.732 -2.667 2.232
12 H 0.242 -3.648 2.410
13 C -1.967 -1.918 1.998
14 H -1.905 -2.608 2.869
15 H -2.538 -2.473 1.201
16 H -2.447 -0.962 2.377
17 C 2.340 -0.446 -2.679
18 H 2.519 0.539 -3.126
19 H 2.519 -1.215 -3.436
20 H 3.068 -0.585 -1.876
21 C -0.419 -0.802 -3.472
22 H -1.275 -1.443 -3.229
23 H 0.161 -1.296 -4.261
24 H -0.792 0.159 -3.854
25 Ba -3.587 -0.265 0.126
26 C 1.031 0.040 1.495
27 C 2.128 -0.123 0.543
28 C 3.086 0.992 0.318
29 C 2.535 2.350 -0.312
30 C 1.699 2.073 -1.471
31 C 0.449 1.346 -1.438
32 C -0.461 1.181 -0.148
33 C 0.156 1.292 1.236
34 C -3.225 2.786 -0.286
35 H 1.322 0.022 2.557
36 H 2.564 -1.147 0.398
37 H 3.920 0.625 -0.311
38 H 3.549 1.233 1.288
39 H 2.093 2.998 0.476
40 H 3.413 2.904 -0.681
41 H 2.169 2.303 -2.462
42 H -0.245 1.659 -2.252
43 H -0.919 0.156 -0.209
44 H -1.270 1.925 -0.232
45 H 0.770 2.206 1.354
46 H -0.659 1.458 1.977
47 H -4.324 2.724 -0.239
48 H -2.842 3.252 -1.218
49 H -2.839 3.337 0.586
50 Cl -5.060 1.190 2.359
51 C -3.343 1.163 2.712
52 H -2.922 2.178 2.607
53 H -3.194 0.786 3.721

Cartesian forces, eV/Å:
1.4 -0.4 0.5
1.8 0.0 -0.3
0.3 -0.8 -1.1
0.4 -0.2 -0.2
-0.5 0.1 0.0
-0.2 -0.2 0.4
0.3 0.1 0.3
-0.2 0.1 -0.1
0.0 -0.3 0.1
0.0 -0.1 -0.2
-0.3 0.2 -0.1
0.2 0.0 0.2
-1.2 -0.7 0.9
-0.1 0.4 -0.5
0.3 0.4 0.9
0.1 -0.6 -0.4
0.0 -0.6 -0.6
-0.2 -0.4 0.1
0.0 0.0 0.0
-0.3 0.1 0.0
0.1 -0.4 -0.6
0.1 0.1 0.0
-0.3 0.1 -0.1
0.2 -0.3 0.2
0.1 2.8 0.6
0.7 1.6 -0.6
-1.3 -1.9 0.0
0.1 1.1 -0.1
1.6 -0.7 0.7
-2.5 -0.2 -1.1
0.1 2.4 1.1
0.7 1.8 -0.7
0.4 0.1 0.4
-0.3 -1.2 -0.3
-0.7 -1.1 0.2
0.0 0.9 0.9
-0.4 0.2 0.1
0.2 0.3 0.0
0.1 -0.4 -0.5
-0.1 -0.1 0.3
-1.0 0.1 0.9
0.5 -0.4 0.1
0.2 0.5 -0.1
0.2 -0.4 0.1
-0.3 -0.5 -0.2
0.4 -0.6 -0.3
0.1 0.7 -0.2
-0.5 -0.2 0.4
-0.1 -0.3 -0.2
-1.3 0.0 -0.2
1.8 -0.6 -0.7
-0.4 -0.5 0.0
-0.2 0.1 0.1